# 1
C24H64N4O12SSr | wB97M-V/def2-TZVPD

```
106
Properties=species:S:1:pos:R:3:mulliken_charge:R:1
Sr 3.74569 -2.45799 -1.14710 1.375
S 1.34054 -1.01754 -0.20969 2.294
O 2.61967 -0.50720 -0.70672 -2.109
O 1.02431 -0.61152 1.13537 -1.036
O 0.27516 -0.54768 -1.01891 -1.422
O 1.51559 -2.46864 -0.30967 -1.258
C 5.54887 3.31164 -1.46198 -0.742
O 4.82310 2.58863 -0.46259 -0.234
C 4.94093 3.00109 0.89530 -0.686
C 4.07823 2.15363 1.88482 -0.594
N 2.71073 1.61235 1.21988 0.316
H 2.93075 0.95876 0.48197 -0.090
H 2.30965 0.96439 1.88274 0.152
C 1.67661 2.58557 0.60463 1.094
C 1.13315 3.60245 1.61928 -0.971
O 1.15581 3.04984 2.89945 -0.253
C 0.68319 3.89379 3.91377 -0.987
H 6.57661 2.94882 -1.47741 0.330
H 5.31872 4.37685 -1.48366 0.370
H 5.20380 2.97499 -2.43957 0.118
H 4.61776 4.04076 0.94772 0.389
H 6.00004 3.02823 1.15154 0.523
H 3.89831 2.77098 2.76495 0.295
H 4.67083 1.27461 2.13823 0.514
H 0.93796 1.92942 0.14426 -0.792
H 2.00384 3.12383 -0.28491 0.331
H 0.07665 3.66524 1.35855 0.382
H 1.68221 4.54336 1.58285 0.574
H -0.07859 4.61442 3.61629 0.390
H 1.53146 4.45294 4.30858 0.349
H 0.39261 3.31466 4.79027 0.247
C -5.19024 -4.14255 -2.45678 -0.879
O -4.18815 -3.24375 -2.02284 -0.268
C -3.31448 -3.88987 -1.10937 -0.915
C -2.02176 -2.99184 -0.91419 -0.365
N -2.23399 -1.71098 -0.11331 1.360
H -2.57911 -1.86005 0.82411 0.300
H -1.35226 -1.23801 0.02433 -0.935
C -3.28567 -0.75148 -0.64252 -0.543
C -2.74394 0.60550 -0.25348 -0.425
O -2.67320 0.67193 1.16863 -0.315
C -2.07711 1.89971 1.66792 -1.050
H -4.92309 -5.03633 -3.02059 0.337
H -5.70572 -3.43509 -3.10630 0.298
H -6.05526 -4.33038 -1.82073 0.347
H -2.90745 -4.86371 -1.38156 0.516
H -3.84546 -3.97729 -0.16148 0.276
H -1.45986 -2.68979 -1.79800 0.234
H -1.31702 -3.51416 -0.26719 0.359
H -4.25520 -1.01458 -0.21956 0.549
H -3.19235 -0.73930 -1.72844 0.036
H -3.44056 1.37950 -0.57556 0.708
H -1.71483 0.80419 -0.55276 0.155
H -1.11548 1.58435 2.07278 0.233
H -2.75107 2.23985 2.45416 0.373
H -1.97203 2.71005 0.94652 0.512
C -3.03099 -0.42222 4.21799 -0.978
O -1.87147 -1.15133 3.80359 -0.246
C -0.79956 -0.88104 4.60588 -0.280
C 0.30490 -1.93450 4.63664 -0.683
N 0.47324 -2.32376 3.15240 0.888
H -0.38447 -2.57186 2.68029 0.131
H 0.80442 -1.54527 2.60069 -0.044
C 1.31604 -3.60638 3.03541 -0.336
C 0.20059 -4.65603 2.91930 -0.916
O -0.97691 -4.28100 2.12668 -0.044
C -2.09917 -4.96001 2.45514 -0.897
H -3.79646 -0.67065 3.48286 0.250
H -2.83226 0.63080 4.01862 0.309
H -3.40548 -0.66980 5.21126 0.410
H -0.92374 -0.57533 5.64473 0.570
H -0.38521 0.01735 4.14837 0.007
H 0.05520 -2.86599 5.14464 0.389
H 1.30187 -1.56323 4.87392 0.365
H 1.98041 -3.73907 3.88928 0.500
H 1.81915 -3.47858 2.07694 0.115
H -0.21751 -4.75390 3.92115 0.494
H 0.65812 -5.64535 2.92371 0.596
H -1.82281 -5.99829 2.63868 0.408
H -2.87267 -4.92688 1.68787 0.139
H -2.54012 -4.74845 3.42926 0.337
C 2.56931 3.50942 -4.95663 -0.603
O 1.85011 2.35193 -5.18323 -0.308
C 2.48108 1.09327 -4.90509 -0.872
C 2.05372 0.51471 -3.53463 0.215
N 0.51523 0.74548 -3.34258 1.327
H 0.30659 0.25248 -2.48613 -0.270
H 0.27964 1.71416 -3.18055 0.472
C -0.42711 0.37814 -4.49247 -0.688
C -1.90940 0.30607 -4.03334 -0.715
O -2.22673 1.34499 -3.10229 -0.182
C -2.39344 2.69092 -3.69947 -0.819
H 2.17053 4.40686 -5.42958 0.263
H 3.59738 3.32902 -5.27070 0.338
H 2.61936 3.75083 -3.89488 0.171
H 3.56571 1.16993 -4.98137 0.553
H 2.21152 0.36368 -5.66872 0.367
H 2.60395 1.04791 -2.75936 0.070
H 2.40482 -0.51183 -3.42962 -0.098
H 0.03164 -0.49741 -4.95189 0.500
H -0.38397 1.15432 -5.25652 0.334
H -2.17256 -0.72666 -3.80461 0.270
H -2.53960 0.32287 -4.92252 0.551
H -1.37856 3.04267 -3.88487 0.307
H -2.86790 3.21103 -2.86732 0.237
H -2.94533 2.71940 -4.63899 0.323
```

Output
Charge: +3
Spin multiplicity: 2
HOMO energy (alpha / beta), eV: -11.6 / -16.7

---

# 2
C24H64O8 | wB97M-V/def2-TZVPD

```
96
Properties=species:S:1:pos:R:3:mulliken_charge:R:1
C 5.53511 -0.31095 -0.27253 -1.453
C 5.74622 -0.17943 1.22361 0.531
C 4.73504 0.77756 1.78627 -0.926
O 5.54231 -1.40632 1.90525 -0.587
H 6.14184 -1.10430 -0.77213 0.438
H 5.93785 0.57681 -0.76720 0.401
H 4.50580 -0.48859 -0.51826 0.288
H 6.75103 0.16688 1.39645 0.270
H 4.88739 1.76018 1.35424 0.543
H 4.94297 0.85679 2.86531 0.269
H 3.69039 0.47105 1.59001 -0.097
H 5.69236 -2.10207 1.21988 0.334
C -1.34458 5.53869 -2.38567 -1.291
C -1.17940 4.03828 -2.32964 0.615
C -0.04800 3.36557 -3.03963 -1.143
O -1.25890 3.70116 -0.89922 -0.459
H -2.19867 5.75613 -1.74099 0.327
H -1.61167 5.82669 -3.42154 0.367
H -0.46487 6.10098 -2.00393 0.223
H -2.04172 3.51112 -2.70106 0.215
H 0.00130 2.26057 -2.92459 0.233
H 0.92824 3.81636 -2.82230 0.218
H -0.37566 3.54142 -4.10619 0.420
H -0.43271 3.37839 -0.55778 0.379
C 2.83905 -3.31882 3.81338 -1.388
C 2.10472 -2.14652 3.26194 0.716
C 2.05372 -0.91283 4.25086 -1.018
O 2.78152 -1.76796 2.01443 -0.546
H 3.89455 -3.21993 3.72544 0.292
H 2.54300 -4.23181 3.26009 0.338
H 2.53429 -3.54423 4.84243 0.395
H 1.06486 -2.26511 2.95550 0.209
H 1.75180 -0.03031 3.66244 -0.091
H 3.07132 -0.72017 4.62783 0.338
H 1.35338 -1.15439 5.08118 0.408
H 3.70600 -1.54502 2.21113 0.250
C 2.05837 4.85049 0.48622 -1.620
C 1.90816 3.43767 1.06235 1.686
C 1.42577 3.33929 2.50637 -1.184
O 0.99067 2.67269 0.24651 -0.366
H 1.19603 5.47302 0.65275 0.307
H 2.33125 4.79804 -0.56443 0.307
H 2.90711 5.27690 1.03235 0.482
H 2.83084 2.83799 1.09640 -0.510
H 2.18707 3.81102 3.13889 0.461
H 1.47311 2.32601 2.90801 0.045
H 0.50629 3.85971 2.68679 0.341
H 0.81503 1.84204 0.74655 -0.175
C -2.35640 2.78968 2.25870 -1.252
C -2.47949 1.40788 1.76557 1.240
C -3.86650 0.78792 2.03923 -1.439
O -2.30922 1.31888 0.33727 0.184
H -1.51544 3.26778 1.80446 0.102
H -2.15141 2.74805 3.31853 0.422
H -3.28737 3.35062 2.03359 0.363
H -1.67954 0.77067 2.23903 -0.323
H -4.02863 -0.26189 1.64467 0.246
H -4.56348 1.49589 1.51965 0.261
H -4.15126 0.72383 3.10173 0.395
H -2.32394 2.17539 -0.08023 -0.002
C 1.14780 -1.49903 -1.02473 -1.428
C 0.19087 -0.78516 -0.07056 1.242
C -0.79861 -1.72406 0.57902 -1.399
O 0.91675 -0.12040 0.96885 0.290
H 0.74523 -2.08845 -1.92674 0.274
H 1.57922 -2.32951 -0.46622 0.259
H 1.89819 -0.76653 -1.36899 0.291
H -0.39199 0.08229 -0.44599 0.138
H -1.36706 -1.24132 1.37093 0.071
H -0.28804 -2.62161 0.95489 0.480
H -1.51127 -2.00894 -0.20547 0.147
H 1.61262 -0.74958 1.27817 -0.340
C -3.68688 -0.97047 -2.94542 -1.337
C -4.26476 -0.77934 -1.54269 1.905
C -5.12819 0.48479 -1.39638 -1.169
O -5.06260 -1.96305 -1.30628 -0.640
H -2.81879 -1.58950 -2.80957 0.272
H -3.31822 -0.05715 -3.39028 0.336
H -4.39155 -1.52292 -3.57633 0.371
H -3.54386 -0.76925 -0.77876 -0.876
H -6.07132 0.40090 -1.93314 0.456
H -4.54499 1.31627 -1.76056 0.105
H -5.34859 0.79649 -0.36866 0.183
H -5.91180 -1.95371 -1.81426 0.368
C -2.45212 -5.04496 -4.09650 -1.369
C -1.21665 -5.26461 -3.19238 1.051
C -1.43118 -6.47134 -2.28490 -1.365
O -0.01815 -5.31595 -3.90889 -0.534
H -2.84942 -5.99977 -4.50343 0.373
H -2.24523 -4.34527 -4.88620 0.375
H -3.29268 -4.64644 -3.51706 0.341
H -1.14221 -4.40504 -2.50354 -0.208
H -2.29840 -6.27953 -1.65166 0.353
H -0.55352 -6.66701 -1.67610 0.333
H -1.67891 -7.35499 -2.86389 0.351
H -0.16056 -5.84131 -4.70228 0.309
```

Output
Charge: 0
SMILES: CC(C)O.CC(C)O.CC(C)O.CC(C)O.CC(C)O.CC(C)O.CC(C)O.CC(C)O
HOMO energy, eV: -9.5
ΔE to the lowest compared entry with this formula, charge and spin, kcal per mole: 36.7